Entry 1:
The following is a DFT calculation (ωB97M-V with the def2-TZVPD basis set) of an isolated molecule of C4H6O in a non-equilibrium geometry.

Last column: natural (NBO) charge in e.
Positions of all 11 atoms, in Å:
H 1.1042 1.4455 0.3660  0.1650
C 2.2894 -0.2500 -0.1844  -0.4646
H -0.9466 1.4465 -0.1745  0.1755
H -2.1471 -1.3789 0.1878  0.2177
H 2.3223 -1.3514 -0.2295  0.2047
H 3.2127 0.1859 -0.3151  0.2086
C -1.1439 0.4563 -0.0487  0.1251
O -0.0092 -0.2773 0.3321  -0.5017
C 1.1472 0.3590 0.0365  0.1259
H -3.3713 0.0815 -0.3012  0.2263
C -2.3095 -0.2672 -0.1685  -0.4825

Computed properties:
E_HOMO: -0.326 Ha
Energy relative to the best compared isomer or geometry (same formula, charge and spin): 41.4 kcal per mole
Gap between HOMO and LUMO: 10.06 eV
SMILES: C=COC=C

***

Entry 2:
The following is a DFT calculation (ωB97M-V with the def2-TZVPD basis set) of a structure of composition C14H29IO13V in a non-equilibrium geometry.

Last column: Mulliken spin population.
Positions of all 58 atoms, in Å:
O 2.7148 3.6607 1.5265  0.0013
C -2.8284 -0.9093 2.1140  0.0002
O -2.4013 -2.6230 -1.6354  0.0027
C 2.5407 -2.0666 -2.3702  0.0019
H 3.2685 -2.8203 -2.6707  0.0004
I -1.3359 3.0459 -1.8367  -0.0189
O -3.7365 -0.9111 -1.9675  0.0046
C -0.4749 0.6201 -4.8907  0.0014
H -2.0568 -1.6620 1.9520  -0.0003
C -1.5222 1.8083 4.8463  0.0001
H 1.3964 -2.9728 0.5002  0.0022
H 3.0429 -1.3581 -1.7115  -0.0015
O -0.9609 1.1034 1.4577  -0.0080
O -2.3412 0.1081 3.0019  0.0028
C 1.2546 -2.2365 2.4032  -0.0012
V 0.0446 0.7940 -0.4856  2.9234
H 1.7607 -3.0861 2.8617  0.0002
H 3.5679 0.5896 -0.7803  0.0074
H -1.4005 0.7580 -4.3318  0.0004
H 1.6912 -2.5922 -1.9340  -0.0010
H -3.9780 0.8122 -0.8075  0.0008
H 0.9789 3.8648 2.6827  0.0004
H -0.8358 0.3905 -5.8933  0.0004
H -3.9762 1.1458 -2.4286  0.0014
H 0.1763 -2.3650 2.4971  -0.0005
O 3.9171 2.1540 0.6337  0.0019
H 1.5070 -1.3434 2.9748  0.0005
O 1.9544 -1.4515 -3.5131  0.0015
H -2.2900 2.5752 4.7442  0.0001
C 2.6907 2.5025 0.8912  0.0060
O 0.8184 -1.1261 0.3113  0.0114
H -0.4248 -3.0153 -2.0909  0.0002
O 1.6272 1.9500 0.6128  0.0229
H 5.2220 0.9288 -0.2220  -0.0001
H 4.1109 0.1356 0.8723  -0.0001
O -1.6057 -0.4880 -1.2156  -0.0161
H -1.3530 -4.3946 -1.7286  0.0001
O 1.0299 0.2799 -2.4185  0.0209
H 0.8601 4.5749 0.9969  0.0002
C 1.4904 4.3669 1.8615  -0.0002
C 1.6272 -2.0196 0.9760  0.0016
H 2.6891 -1.8318 0.8176  -0.0015
C -2.4693 -1.2626 -1.6340  0.0142
C 4.1751 0.8787 0.0775  -0.0032
H -1.9004 0.8638 5.2374  0.0001
O -0.7887 1.6388 3.6488  0.0001
C -1.3716 0.9485 2.5979  0.0043
O 0.2869 -0.4678 -4.5163  0.0018
H -5.4166 0.2258 -1.7811  0.0003
H 0.1402 1.5189 -4.8473  -0.0004
C 1.1024 -0.4765 -3.3799  0.0105
H 1.8411 5.3167 2.2654  0.0003
H -0.7434 2.1280 5.5387  0.0000
C -1.2273 -3.3525 -1.4348  -0.0006
H -0.8898 -3.3438 -0.3984  -0.0004
H -3.6875 -1.3538 2.6165  0.0002
H -3.1723 -0.5392 1.1482  0.0021
C -4.3384 0.3810 -1.7415  0.0009

Computed properties:
E_HOMO (alpha / beta): -0.255 / -0.275 Ha
Energy relative to the best compared isomer or geometry (same formula, charge and spin): 35.0 kcal per mole
Gap between HOMO and LUMO (alpha / beta): 7.51 / 8.04 eV
2S+1: 4